Version one
16
Properties=species:S:1:pos:R:3:nbo_charge:R:1 method="wB97M-V/def2-TZVPD" multiplicity=1 homo_energy_ev=-8.857 orbital_gap_ev=9.3 total_charge=0
C -1.3165 -0.6538 1.3233 -0.442
C 0.3336 -0.0013 -0.4372 0.515
H -0.3553 -0.9805 1.8868 0.246
H -2.2210 -0.1901 1.7149 0.216
H -1.6769 -1.5770 0.8421 0.186
H -2.1854 -0.5750 -1.2935 0.093
H 0.6003 1.4594 -2.0527 0.420
H -0.4709 1.9623 0.9569 0.168
H 2.5876 -0.3735 -1.3239 0.364
H 3.0094 -1.6872 -0.2161 0.350
N -0.9687 0.3756 0.2236 -0.649
N 0.9456 1.2206 -1.0000 -0.838
N 0.9057 -1.0863 -0.1645 -0.304
N 2.2944 -0.7237 -0.2726 -0.668
S -2.3495 0.6583 -0.7165 0.201
S 0.8675 2.1724 0.5293 0.141

Version two
16
Properties=species:S:1:pos:R:3:nbo_charge:R:1 method="wB97M-V/def2-TZVPD" multiplicity=1 homo_energy_ev=-8.354 orbital_gap_ev=8.6 total_charge=0
C 2.0158 0.5629 1.1433 -0.436
C -0.0823 0.3500 0.1415 0.570
H 1.6469 -0.1212 1.9456 0.205
H 3.1587 0.2509 1.1849 0.233
H 1.8195 1.7461 1.1360 0.218
H 0.4257 -2.3879 -0.0041 0.178
H -1.6560 1.6590 0.1171 0.412
H 1.0725 2.8077 -0.4651 0.337
H 0.5356 1.7596 -1.6146 0.355
H -2.8095 -1.5576 -1.0930 0.114
N 1.2724 0.0640 0.0213 -0.606
N -0.5648 1.6322 0.0811 -0.483
N 0.1358 2.3406 -0.9022 -0.628
N -0.8772 -0.7198 0.2027 -0.781
S 1.5124 -1.5224 -0.5288 0.132
S -2.4848 -0.5309 0.2328 0.180

Short version: version one is the least stable of them.